Molecular formula: C47H31Br4O6ReS3
Method: DFT, ωB97M-V/def2-TZVPD

CARTESIAN COORDINATES (ANGSTROEM)
1 Re -0.211 0.889 -0.866
2 Br -2.339 4.821 4.493
3 C -1.608 4.268 2.871
4 C -0.940 5.228 2.026
5 Br -0.788 7.005 2.579
6 C -0.401 4.845 0.827
7 Br 0.511 5.992 -0.330
8 C -0.492 3.484 0.424
9 O -0.031 3.034 -0.665
10 C -1.119 2.532 1.295
11 O -1.095 1.291 0.904
12 C -1.698 2.942 2.499
13 Br -2.541 1.620 3.528
14 C 4.810 5.622 -3.659
15 C 4.076 4.425 -3.127
16 C 2.691 4.335 -3.207
17 C 2.017 3.225 -2.721
18 C 2.750 2.199 -2.150
19 C 4.139 2.250 -2.069
20 C 4.789 3.367 -2.550
21 S 1.943 0.730 -1.601
22 O 2.602 -0.431 -2.173
23 C 1.964 0.850 0.184
24 C 2.248 2.095 0.840
25 C 2.003 2.214 2.162
26 C 1.440 1.132 2.914
27 C 1.159 1.276 4.285
28 C 0.653 0.225 5.005
29 C 0.408 -1.007 4.379
30 C 0.673 -1.171 3.043
31 C 1.186 -0.103 2.282
32 C 1.488 -0.267 0.877
33 C 1.666 -1.667 0.374
34 C 2.834 -2.375 0.809
35 C 3.840 -1.780 1.612
36 C 4.942 -2.494 1.991
37 C 5.100 -3.836 1.593
38 C 4.157 -4.431 0.807
39 C 3.008 -3.717 0.390
40 C 2.046 -4.321 -0.460
41 C 0.960 -3.626 -0.888
42 C 0.786 -2.298 -0.445
43 S -0.581 -1.399 -1.134
44 O -0.722 -1.876 -2.511
45 C -1.937 -2.089 -0.207
46 C -2.271 -1.599 1.048
47 C -3.344 -2.162 1.720
48 C -4.081 -3.206 1.159
49 C -5.222 -3.833 1.911
50 C -3.721 -3.670 -0.107
51 C -2.656 -3.113 -0.800
52 H 4.121 6.388 -4.011
53 H 5.453 5.336 -4.492
54 H 5.447 6.059 -2.890
55 H 2.128 5.142 -3.660
56 H 0.940 3.164 -2.784
57 H 4.694 1.421 -1.648
58 H 5.869 3.423 -2.492
59 H 2.629 2.926 0.262
60 H 2.221 3.143 2.675
61 H 1.360 2.227 4.763
62 H 0.447 0.341 6.061
63 H 0.011 -1.833 4.954
64 H 0.489 -2.124 2.564
65 H 3.745 -0.749 1.928
66 H 5.701 -2.024 2.602
67 H 5.977 -4.388 1.905
68 H 4.274 -5.457 0.482
69 H 2.204 -5.343 -0.782
70 H 0.245 -4.052 -1.578
71 H -1.726 -0.776 1.490
72 H -3.621 -1.777 2.694
73 H -5.704 -3.114 2.572
74 H -4.862 -4.658 2.528
75 H -5.973 -4.237 1.233
76 H -4.283 -4.481 -0.557
77 H -2.399 -3.445 -1.798
78 O -6.418 -3.085 -1.821
79 C -5.962 -2.598 -2.999
80 O -6.422 -2.970 -4.036
81 C -4.876 -1.566 -2.905
82 C -3.997 -1.447 -3.980
83 C -2.947 -0.551 -3.924
84 C -2.780 0.232 -2.786
85 S -1.416 1.363 -2.669
86 C -3.688 0.165 -1.739
87 C -4.734 -0.741 -1.798
88 H -5.859 -2.776 -1.097
89 H -4.139 -2.083 -4.844
90 H -2.233 -0.493 -4.734
91 H -3.569 0.803 -0.872
92 H -5.437 -0.787 -0.974

E_HOMO (spin up / spin down): -10.95 / -10.97 eV
Maximum force: 0.00474 Eh/bohr
Energy relative to the best compared isomer or geometry (same formula, charge and spin): 0.0 kcal/mol
Net charge: +1
Multiplicity: 2

=====

Molecular formula: C47H35N2O5P2S2W
Method: DFT, ωB97M-V/def2-TZVPD

CARTESIAN COORDINATES (ANGSTROEM)
1 W -0.022 0.272 0.187
2 C 4.301 2.695 3.615
3 C 3.764 3.502 2.618
4 C 2.454 3.319 2.206
5 C 1.666 2.332 2.809
6 C 2.215 1.513 3.791
7 C 3.529 1.701 4.198
8 P 0.041 1.921 2.150
9 C -0.997 3.403 2.102
10 C -2.302 3.231 1.632
11 C -3.175 4.303 1.590
12 C -2.756 5.555 2.020
13 C -1.471 5.725 2.511
14 C -0.592 4.654 2.560
15 C -0.864 0.691 3.044
16 C -1.369 0.583 4.333
17 C -2.384 -0.331 4.544
18 C -2.900 -1.059 3.468
19 C -2.369 -0.942 2.196
20 C -1.296 -0.078 1.958
21 H 5.325 2.838 3.932
22 H 4.370 4.270 2.156
23 H 2.052 3.921 1.401
24 H 1.616 0.726 4.234
25 H 3.948 1.069 4.969
26 H -2.632 2.255 1.298
27 H -4.182 4.163 1.222
28 H -3.437 6.394 1.984
29 H -1.151 6.695 2.867
30 H 0.392 4.796 2.980
31 H -1.002 1.210 5.136
32 H -2.807 -0.458 5.531
33 H -3.730 -1.734 3.636
34 H -2.808 -1.528 1.397
35 O -1.089 3.836 -1.323
36 S -0.677 2.483 -1.419
37 O -1.564 1.465 -0.754
38 O 0.658 2.155 -0.796
39 C -0.587 2.008 -3.111
40 C -1.226 2.837 -4.019
41 C -1.250 2.481 -5.359
42 C -0.636 1.309 -5.769
43 C 0.009 0.492 -4.850
44 C 0.048 0.824 -3.503
45 P 0.919 -0.196 -2.266
46 C 2.636 0.453 -2.296
47 C 3.394 0.738 -1.156
48 C 4.690 1.225 -1.313
49 C 5.236 1.435 -2.565
50 C 4.490 1.142 -3.699
51 C 3.206 0.654 -3.556
52 C 1.107 -1.866 -2.949
53 C 2.324 -2.522 -2.757
54 C 2.482 -3.840 -3.161
55 C 1.432 -4.509 -3.770
56 C 0.224 -3.856 -3.982
57 C 0.055 -2.545 -3.570
58 H -1.694 3.746 -3.672
59 H -1.747 3.119 -6.076
60 H -0.651 1.027 -6.813
61 H 0.488 -0.417 -5.190
62 H 3.726 0.427 0.936
63 H 5.277 1.432 -0.426
64 H 6.244 1.816 -2.657
65 H 4.907 1.292 -4.685
66 H 2.629 0.426 -4.443
67 H 3.160 -1.997 -2.312
68 H 3.431 -4.336 -3.009
69 H 1.557 -5.535 -4.088
70 H -0.594 -4.372 -4.467
71 H -0.896 -2.053 -3.721
72 S 5.130 -1.623 0.556
73 C 3.613 -2.254 0.484
74 C 2.311 -1.683 0.441
75 N 1.875 -0.424 0.441
76 C 2.892 0.625 0.265
77 H 3.558 -3.340 0.456
78 H 1.531 -2.418 0.445
79 H 2.462 1.584 0.550
80 O -0.037 -2.928 1.796
81 C -0.701 -2.829 0.792
82 N -0.733 -1.714 -0.072
83 C -1.672 -1.952 -1.083
84 O -1.967 -1.153 -1.946
85 C -2.211 -3.328 -0.904
86 C -3.125 -4.042 -1.646
87 C -3.428 -5.332 -1.217
88 C -2.829 -5.871 -0.082
89 C -1.906 -5.135 0.660
90 C -1.616 -3.862 0.224
91 H -3.592 -3.611 -2.522
92 H -4.144 -5.928 -1.768
93 H -3.087 -6.875 0.227
94 H -1.436 -5.541 1.546

E_HOMO (spin up / spin down): -10.17 / -11.17 eV
Maximum force: 0.01787 Eh/bohr
Energy relative to the best compared isomer or geometry (same formula, charge and spin): 33.0 kcal/mol
Net charge: +1
Multiplicity: 3

=====

Molecular formula: C47H35N4OSn
Method: DFT, ωB97M-V/def2-TZVPD

CARTESIAN COORDINATES (ANGSTROEM)
1 Sn -0.359 -0.207 0.438
2 C -2.575 -5.122 -5.249
3 C -2.551 -5.283 -3.871
4 C -2.001 -4.299 -3.064
5 C -1.475 -3.132 -3.619
6 C -1.496 -2.985 -5.004
7 C -2.042 -3.971 -5.814
8 C -0.919 -2.076 -2.727
9 C -1.594 -0.842 -2.702
10 C -2.818 -0.539 -3.424
11 C -3.155 0.728 -3.091
12 C -2.141 1.194 -2.162
13 N -1.223 0.225 -1.964
14 C -2.139 2.450 -1.537
15 C -1.203 2.914 -0.601
16 C -1.179 4.266 -0.081
17 C -0.158 4.326 0.807
18 C 0.449 3.013 0.823
19 C 1.538 2.632 1.621
20 C 2.004 3.606 2.653
21 C 1.568 3.427 3.967
22 C 1.958 4.303 4.967
23 C 2.791 5.373 4.670
24 C 3.230 5.557 3.368
25 C 2.840 4.679 2.365
26 C 2.201 1.405 1.555
27 N 1.851 0.337 0.786
28 C 2.796 -0.625 0.973
29 C 2.825 -1.879 0.361
30 C 3.897 -2.826 0.788
31 C 5.202 -2.742 0.314
32 C 6.168 -3.643 0.741
33 C 5.842 -4.640 1.648
34 C 4.542 -4.732 2.127
35 C 3.577 -3.833 1.699
36 C 1.927 -2.331 -0.613
37 C 2.056 -3.562 -1.355
38 C 1.006 -3.611 -2.211
39 C 0.230 -2.410 -1.996
40 N 0.825 -1.662 -1.029
41 C 3.795 -0.143 1.898
42 C 3.427 1.110 2.257
43 N -0.193 2.199 -0.043
44 C -3.255 3.376 -1.883
45 C -3.353 3.975 -3.136
46 C -4.416 4.815 -3.437
47 C -5.399 5.065 -2.491
48 C -5.308 4.477 -1.237
49 C -4.244 3.642 -0.935
50 H -3.011 -5.887 -5.880
51 H -2.968 -6.177 -3.423
52 H -1.985 -4.416 -1.987
53 H -1.079 -2.086 -5.442
54 H -2.048 -3.844 -6.889
55 H -3.354 -1.210 -4.077
56 H -4.017 1.287 -3.420
57 H -1.850 5.062 -0.365
58 H 0.159 5.177 1.390
59 H 0.920 2.586 4.188
60 H 1.610 4.150 5.982
61 H 3.097 6.058 5.451
62 H 3.884 6.388 3.132
63 H 3.187 4.827 1.350
64 H 5.460 -1.963 -0.394
65 H 7.180 -3.567 0.362
66 H 6.597 -5.342 1.979
67 H 4.281 -5.503 2.841
68 H 2.562 -3.890 2.075
69 H 2.850 -4.284 -1.248
70 H 0.793 -4.375 -2.943
71 H 4.663 -0.694 2.221
72 H 3.935 1.783 2.929
73 H -2.586 3.780 -3.875
74 H -4.481 5.278 -4.414
75 H -6.236 5.709 -2.732
76 H -6.075 4.668 -0.495
77 H -4.167 3.179 0.040
78 C -1.712 -2.958 3.274
79 C -1.660 -1.463 2.924
80 C -2.252 -0.635 4.074
81 O -0.388 -1.063 2.619
82 H -2.742 -3.306 3.407
83 H -1.155 -3.137 4.199
84 H -1.240 -3.529 2.472
85 H -2.358 -1.323 2.056
86 H -1.686 -0.819 4.992
87 H -3.304 -0.885 4.251
88 H -2.173 0.425 3.826

E_HOMO: -3.52 eV
Maximum force: 0.01619 Eh/bohr
Energy relative to the best compared isomer or geometry (same formula, charge and spin): 5.6 kcal/mol
Net charge: -1

=====

Molecular formula: C47H38BaBrCl4N6O4Te
Method: DFT, ωB97M-V/def2-TZVPD

CARTESIAN COORDINATES (ANGSTROEM)
1 Ba 0.578 -0.261 -0.754
2 Br 3.603 -2.434 6.616
3 C 2.840 -1.683 5.040
4 C 2.157 -0.462 5.113
5 C 1.613 0.076 3.979
6 C 1.705 -0.550 2.695
7 O 1.177 0.008 1.681
8 C 2.404 -1.804 2.657
9 C 2.601 -2.622 1.479
10 N 2.146 -2.436 0.297
11 C 2.514 -3.329 -0.720
12 C 3.763 -3.893 -0.812
13 C 4.108 -4.765 -1.861
14 C 3.204 -5.070 -2.836
15 C 1.918 -4.483 -2.802
16 C 0.951 -4.730 -3.803
17 C -0.266 -4.120 -3.740
18 C -0.516 -3.243 -2.668
19 N 0.345 -2.993 -1.715
20 C 1.566 -3.600 -1.758
21 C 2.958 -2.329 3.841
22 H 2.065 0.049 6.063
23 H 1.088 1.023 4.016
24 H 3.197 -3.523 1.677
25 H 4.517 -3.612 -0.089
26 H 5.109 -5.175 -1.899
27 H 3.462 -5.729 -3.656
28 H 1.199 -5.397 -4.620
29 H -1.020 -4.275 -4.499
30 H -1.464 -2.716 -2.608
31 H 3.491 -3.272 3.791
32 Cl -4.927 3.259 -5.815
33 C -3.855 2.593 -4.602
34 C -4.139 2.787 -3.247
35 C -3.298 2.282 -2.287
36 C -2.117 1.551 -2.617
37 O -1.326 1.126 -1.712
38 C -1.889 1.326 -4.010
39 C -0.808 0.479 -4.505
40 O -0.090 -0.264 -3.867
41 C -2.748 1.873 -4.971
42 H -5.025 3.342 -2.965
43 H -3.505 2.442 -1.235
44 H -0.686 0.515 -5.609
45 H -2.534 1.707 -6.021
46 C -3.620 2.142 4.885
47 C -4.522 1.324 4.002
48 C -4.624 1.587 2.641
49 C -5.416 0.810 1.810
50 C -6.118 -0.267 2.332
51 N -6.915 -1.111 1.513
52 C -6.719 -1.389 0.177
53 O -7.650 -1.601 -0.576
54 N -5.415 -1.375 -0.272
55 C -4.235 -1.692 0.431
56 C -4.202 -2.525 1.542
57 C -2.986 -2.771 2.157
58 C -1.837 -2.201 1.634
59 N -1.864 -1.419 0.559
60 C -3.032 -1.160 -0.021
61 C -6.041 -0.533 3.694
62 C -5.259 0.261 4.516
63 H -3.317 3.064 4.390
64 H -2.712 1.585 5.129
65 H -4.112 2.401 5.823
66 H -4.073 2.418 2.216
67 H -5.478 1.035 0.753
68 H -7.881 -1.221 1.777
69 H -5.357 -1.371 -1.279
70 H -5.112 -2.972 1.918
71 H -2.931 -3.404 3.031
72 H -0.864 -2.362 2.086
73 H -3.008 -0.480 -0.869
74 H -6.582 -1.378 4.102
75 H -5.203 0.036 5.575
76 Cl -1.762 1.779 1.530
77 C -0.887 3.293 1.306
78 Cl -0.401 3.952 2.882
79 Cl -1.898 4.468 0.449
80 C 0.318 3.039 0.515
81 N 1.265 2.831 -0.098
82 C 7.023 5.009 -0.260
83 C 6.220 3.845 -0.780
84 C 6.441 2.555 -0.326
85 C 5.709 1.468 -0.803
86 C 5.994 0.105 -0.236
87 C 4.720 1.666 -1.778
88 Te 3.605 0.026 -2.544
89 C 4.481 2.973 -2.239
90 C 3.424 3.265 -3.267
91 C 5.231 4.031 -1.737
92 H 7.670 4.702 0.563
93 H 6.373 5.808 0.104
94 H 7.656 5.436 -1.042
95 H 7.200 2.382 0.432
96 H 6.773 0.159 0.526
97 H 6.305 -0.587 -1.022
98 H 5.090 -0.324 0.204
99 H 2.439 2.965 -2.904
100 H 3.599 2.691 -4.179
101 H 3.404 4.329 -3.509
102 H 5.031 5.035 -2.103

E_HOMO: -3.60 eV
Maximum force: 0.01219 Eh/bohr
Energy relative to the best compared isomer or geometry (same formula, charge and spin): 0.0 kcal/mol
Net charge: -1

=====

Molecular formula: C47H38BrKN9O5Se
Method: DFT, ωB97M-V/def2-TZVPD

CARTESIAN COORDINATES (ANGSTROEM)
1 K 0.207 0.497 -0.250
2 C -3.908 -3.202 2.033
3 O -3.353 -1.936 1.739
4 C -2.670 -1.308 2.743
5 C -2.751 -1.629 4.088
6 C -1.991 -0.914 5.013
7 C -1.116 0.068 4.594
8 C -0.986 0.371 3.236
9 C 0.141 1.245 2.762
10 N 1.057 0.680 2.092
11 N 2.222 1.369 1.753
12 C 2.269 2.163 0.701
13 O 1.375 2.454 -0.141
14 C 3.652 2.747 0.489
15 C 4.771 2.321 1.197
16 C 6.023 2.842 0.910
17 C 6.174 3.810 -0.078
18 C 5.058 4.255 -0.771
19 C 3.807 3.720 -0.489
20 C -1.817 -0.271 2.323
21 O -1.829 0.116 1.026
22 H -4.255 -3.609 1.085
23 H -4.750 -3.118 2.727
24 H -3.151 -3.867 2.457
25 H -3.413 -2.414 4.423
26 H -2.067 -1.159 6.065
27 H -0.472 0.568 5.308
28 H 0.200 2.299 3.053
29 H 4.642 1.563 1.956
30 H 6.888 2.493 1.459
31 H 7.152 4.217 -0.298
32 H 5.164 5.012 -1.538
33 H 2.918 4.033 -1.022
34 C -1.445 1.603 -2.841
35 O -1.422 0.468 -1.993
36 C -1.540 -0.767 -2.573
37 C -1.991 -0.952 -3.856
38 C -2.070 -2.253 -4.368
39 Br -2.688 -2.488 -6.154
40 C -1.722 -3.337 -3.614
41 C -1.276 -3.146 -2.297
42 C -1.161 -1.864 -1.734
43 O -0.747 -1.644 -0.511
44 C -0.956 -4.335 -1.499
45 N -1.077 -5.581 -1.899
46 C -0.694 -6.328 -0.800
47 C -0.621 -7.711 -0.639
48 C -0.209 -8.207 0.583
49 C 0.135 -7.349 1.641
50 C 0.078 -5.975 1.500
51 C -0.342 -5.487 0.267
52 N -0.507 -4.214 -0.218
53 H -0.805 1.434 -3.711
54 H -1.070 2.438 -2.254
55 H -2.463 1.829 -3.168
56 H -2.281 -0.112 -4.470
57 H -1.791 -4.343 -3.998
58 H -1.617 -0.660 0.413
59 H -0.885 -8.368 -1.456
60 H -0.145 -9.277 0.730
61 H 0.456 -7.772 2.584
62 H 0.347 -5.312 2.310
63 H -0.425 -3.291 0.204
64 N 7.709 5.768 -6.012
65 C 7.015 5.017 -5.492
66 C 6.141 4.072 -4.836
67 C 4.798 4.386 -4.642
68 C 3.970 3.491 -3.992
69 C 4.477 2.269 -3.563
70 C 5.812 1.945 -3.770
71 C 6.646 2.853 -4.394
72 N 3.632 1.376 -2.880
73 C 3.996 0.497 -1.880
74 C 2.863 -0.166 -1.546
75 N 1.804 0.262 -2.326
76 C 2.302 1.168 -3.111
77 H 4.416 5.342 -4.973
78 H 2.943 3.749 -3.779
79 H 6.190 0.989 -3.439
80 H 7.689 2.616 -4.550
81 H 4.983 0.500 -1.458
82 H 2.728 -0.912 -0.778
83 H 1.768 1.726 -3.859
84 C -2.835 3.573 3.098
85 N -3.732 2.650 2.437
86 C -3.906 2.542 1.093
87 Se -3.172 3.603 -0.203
88 N -4.764 1.509 0.903
89 C -5.139 0.948 2.109
90 C -5.983 -0.096 2.435
91 C -6.149 -0.372 3.785
92 C -5.496 0.373 4.769
93 C -4.650 1.421 4.438
94 C -4.482 1.686 3.092
95 H -2.202 4.024 2.337
96 H -2.228 3.017 3.812
97 H -3.397 4.354 3.613
98 H -4.961 1.162 -0.021
99 H -6.479 -0.680 1.673
100 H -6.798 -1.186 4.080
101 H -5.642 0.120 5.811
102 H -4.127 1.988 5.194

E_HOMO: -4.93 eV
Maximum force: 0.03047 Eh/bohr
Energy relative to the best compared isomer or geometry (same formula, charge and spin): 49.8 kcal/mol
Net charge: -1